P:
12
Properties=species:S:1:pos:R:3 method="wB97M-V/def2-TZVPD" spin_multiplicity=1 orbital_gap_ev=9.72 lumo_energy_ev=0.7177 total_charge=0
C -0.77947 -2.39889 0.47511
C 0.09370 -3.31420 -0.27678
C -0.44054 -0.92990 0.70671
C 0.27218 -0.22144 -0.24996
C 0.70372 1.20261 -0.05685
O -0.95657 -2.87878 -0.86242
H -1.62056 -2.68854 1.18225
H -0.82074 -0.65690 1.61651
H 0.25730 -0.72326 -1.23451
H 1.66768 1.33263 -0.46181
H 0.62412 1.44957 0.97247
H 0.18635 1.99688 -0.56337

=====

Q:
12
Properties=species:S:1:pos:R:3 method="wB97M-V/def2-TZVPD" spin_multiplicity=1 smiles="C=C1C=COC1" orbital_gap_ev=8.51 lumo_energy_ev=0.8285 total_charge=0
C -1.49532 0.56230 0.99534
C -0.23520 0.36763 0.35663
C 0.07992 0.62517 -1.20051
C 1.24043 -1.11898 -0.34152
C 0.55625 -0.72424 0.77830
H -1.31657 0.23099 2.09114
H -2.24808 1.25111 0.58394
H 0.59761 1.59699 -1.33543
H -0.86767 0.76055 -1.71850
H 2.10044 -1.82676 -0.30983
H 0.58884 -1.35521 1.53161
O 0.99935 -0.36955 -1.43117

=====

Verdict on stability: Q comes out on top.